Record 1
DFT (ωB97M-V with the def2-TZVPD basis set) results for a single C20H24N2O3S molecule.

**Lowest unoccupied orbital energy**: 0.58 eV
**Electronic energy**: -41088.7644 eV
**Structure (SMILES)**: CCOc1ccccc1C(=O)NCC(=O)NCCCSc1ccccc1
**Multiplicity**: 1
**Energy relative to the best compared isomer or geometry (same formula, charge and spin)**: 19.75 kcal/mol

Element x y z (Å)
C -0.387 0.538 -4.050
C 0.746 -0.274 -3.441
O 1.383 0.557 -2.486
C 2.414 0.085 -1.731
C 3.063 -1.121 -1.971
C 4.110 -1.528 -1.161
C 4.513 -0.754 -0.088
C 3.853 0.431 0.176
C 2.818 0.874 -0.638
C 2.076 2.097 -0.222
O 1.901 2.355 0.963
N 1.617 2.893 -1.212
C 0.593 3.888 -0.951
C -0.730 3.120 -0.808
O -1.496 2.957 -1.735
N -0.894 2.594 0.420
C -1.859 1.548 0.672
C -1.250 0.157 0.459
C -0.221 -0.202 1.522
S -0.958 -0.339 3.184
C -2.054 -1.726 3.070
C -3.070 -1.791 4.020
C -3.952 -2.853 4.022
C -3.836 -3.858 3.074
C -2.822 -3.795 2.134
C -1.927 -2.739 2.131
H -1.002 -0.098 -4.679
H 0.014 1.349 -4.652
H -1.003 0.974 -3.266
H 1.459 -0.578 -4.219
H 0.359 -1.175 -2.947
H 2.758 -1.748 -2.794
H 4.605 -2.464 -1.373
H 5.323 -1.078 0.546
H 4.123 1.040 1.025
H 1.649 2.533 -2.154
H 0.843 4.421 -0.032
H 0.544 4.579 -1.792
H -0.127 2.679 1.076
H -2.685 1.697 -0.026
H -2.224 1.643 1.697
H -0.766 0.132 -0.521
H -2.055 -0.582 0.460
H 0.293 -1.135 1.289
H 0.533 0.578 1.633
H -3.154 -1.001 4.751
H -4.737 -2.895 4.763
H -4.529 -4.685 3.070
H -2.718 -4.578 1.396
H -1.134 -2.724 1.399

---

Record 2
DFT (ωB97M-V with the def2-TZVPD basis set) results for a molecular structure, C20H24N2O3SSr.

**Lowest unoccupied orbital energy**: 0.24 eV
**Electronic energy**: -41923.1303 eV
**Multiplicity**: 1
**Energy relative to the best compared isomer or geometry (same formula, charge and spin)**: 65.06 kcal/mol

Element x y z (Å)
Sr 0.358 0.587 -0.862
O 2.269 -0.085 -1.139
C 2.928 -1.141 -0.897
C 4.348 -1.125 -0.970
C 5.102 -2.240 -0.745
C 4.497 -3.460 -0.414
C 3.133 -3.525 -0.333
C 2.313 -2.403 -0.580
C 0.910 -2.611 -0.679
N 0.012 -1.708 -0.825
C -1.335 -2.082 -1.146
C -1.791 -1.250 -2.355
N -1.594 0.146 -2.087
C -2.481 0.994 -2.460
C -2.408 2.403 -2.267
C -3.534 3.189 -2.587
C -3.552 4.544 -2.394
C -2.426 5.170 -1.843
C -1.305 4.449 -1.540
C -1.221 3.050 -1.776
O -0.127 2.435 -1.573
H 4.812 -0.182 -1.227
H 6.179 -2.185 -0.829
H 5.109 -4.336 -0.248
H 2.652 -4.467 -0.088
H 0.603 -3.669 -0.679
H -2.000 -1.844 -0.304
H -1.433 -3.156 -1.374
H -2.841 -1.475 -2.596
H -1.166 -1.529 -3.212
H -3.383 0.626 -2.979
H -4.408 2.689 -2.985
H -4.421 5.131 -2.655
H -2.444 6.237 -1.668
H -0.430 4.920 -1.113
C 1.608 -0.055 4.781
C 0.775 0.744 3.799
S 0.777 -0.080 2.145
O 0.282 0.982 1.246
C -0.696 -1.153 2.426
C -1.979 -0.356 2.319
H 1.557 0.374 5.779
H 2.646 -0.069 4.466
H 1.258 -1.083 4.834
H 1.202 1.725 3.607
H -0.251 0.869 4.135
H -0.573 -1.639 3.392
H -0.627 -1.904 1.640
H -2.175 0.209 3.227
H -2.827 -1.013 2.143
H -1.899 0.350 1.489

---

Record 3
DFT (ωB97M-V with the def2-TZVPD basis set) results for a single C20H24N2O6 molecule.

**Lowest unoccupied orbital energy**: 0.53 eV
**Electronic energy**: -36395.8066 eV
**Structure (SMILES)**: C=CCN(C(=O)CCC(=O)O)[C@@H]1CC(=O)N(c2ccc(OCCC)cc2)C1=O
**Multiplicity**: 1
**Energy relative to the best compared isomer or geometry (same formula, charge and spin)**: 13.86 kcal/mol

Element x y z (Å)
C 2.442 2.750 -0.292
C 2.246 1.989 -1.350
C 2.524 0.511 -1.440
N 3.015 -0.096 -0.221
C 4.296 0.013 0.223
O 4.655 -0.507 1.261
C 5.260 0.776 -0.667
C 6.585 0.960 0.067
C 7.146 -0.352 0.571
O 7.794 -0.482 1.571
O 6.928 -1.367 -0.282
C 2.081 -0.849 0.593
C 1.608 -2.149 -0.060
C 0.112 -1.994 -0.235
O -0.638 -2.768 -0.762
N -0.259 -0.789 0.342
C -1.608 -0.341 0.400
C -2.121 0.166 1.588
C -3.430 0.590 1.639
C -4.256 0.510 0.514
O -5.520 0.967 0.689
C -6.479 0.814 -0.339
C -6.996 -0.622 -0.458
C -7.716 -1.058 0.812
C -3.730 0.001 -0.670
C -2.412 -0.414 -0.725
C 0.797 -0.063 0.862
O 0.707 1.000 1.410
H 2.818 2.357 0.637
H 2.207 3.800 -0.304
H 1.852 2.404 -2.269
H 3.239 0.333 -2.253
H 1.595 0.005 -1.722
H 4.843 1.745 -0.942
H 5.423 0.189 -1.575
H 6.465 1.615 0.929
H 7.326 1.401 -0.604
H 7.290 -2.184 0.094
H 2.602 -1.027 1.542
H 1.801 -3.022 0.563
H 2.082 -2.330 -1.026
H -1.496 0.231 2.464
H -3.845 0.991 2.550
H -6.080 1.167 -1.298
H -7.298 1.476 -0.042
H -7.675 -0.672 -1.312
H -6.158 -1.296 -0.648
H -8.032 -2.095 0.733
H -7.052 -0.962 1.668
H -8.593 -0.439 0.986
H -4.330 -0.073 -1.563
H -2.017 -0.809 -1.648

---

Record 4
DFT (ωB97M-V with the def2-TZVPD basis set) results for a gas-phase ion, C20H24N3O4 (charge +1).

**Lowest unoccupied orbital energy**: -3.50 eV
**Net charge**: +1
**Electronic energy**: -33780.9555 eV
**Structure (SMILES)**: Cc1ccc(OCC(=O)N2CC[NH+](Cc3ccc([N+](=O)[O-])cc3)CC2)cc1
**Multiplicity**: 1
**Energy relative to the best compared isomer or geometry (same formula, charge and spin)**: 43.36 kcal/mol

Element x y z (Å)
C 5.060 4.722 0.202
C 4.386 3.393 0.068
C 3.151 3.154 0.662
C 2.542 1.920 0.561
C 3.159 0.890 -0.140
O 2.460 -0.306 -0.189
C 3.103 -1.422 -0.772
C 2.291 -2.671 -0.464
O 2.774 -3.640 0.068
N 0.970 -2.663 -0.833
C 0.210 -1.539 -1.313
C -0.631 -0.973 -0.165
N -1.517 -2.031 0.385
C -2.404 -1.506 1.463
C -3.430 -0.556 0.902
C -4.473 -1.059 0.126
C -5.425 -0.208 -0.402
C -5.326 1.152 -0.146
N -6.329 2.055 -0.702
O -6.210 3.227 -0.443
O -7.191 1.557 -1.382
C -4.299 1.671 0.628
C -3.348 0.811 1.148
C -0.716 -3.202 0.826
C 0.123 -3.725 -0.341
C 4.385 1.114 -0.746
C 4.985 2.357 -0.634
H 5.682 4.931 -0.664
H 4.330 5.520 0.316
H 5.701 4.724 1.084
H 2.662 3.943 1.212
H 1.585 1.738 1.027
H 4.097 -1.576 -0.339
H 3.203 -1.303 -1.861
H 0.865 -0.755 -1.685
H -0.437 -1.871 -2.134
H -1.243 -0.137 -0.507
H 0.043 -0.631 0.623
H -2.125 -2.344 -0.384
H -2.906 -2.355 1.935
H -1.781 -1.011 2.210
H -4.561 -2.122 -0.048
H -6.245 -0.576 -0.999
H -4.261 2.733 0.814
H -2.551 1.205 1.760
H -1.384 -3.981 1.196
H -0.057 -2.882 1.636
H 0.771 -4.536 0.003
H -0.515 -4.097 -1.149
H 4.886 0.340 -1.305
H 5.942 2.518 -1.107

---

Record 5
DFT (ωB97M-V with the def2-TZVPD basis set) results for a single C20H24N4O4S2 molecule.

**Lowest unoccupied orbital energy**: 0.32 eV
**Electronic energy**: -56950.7135 eV
**Structure (SMILES)**: Cc1ccc(N2C[C@H](C(=O)Nc3nnc(SCCC4OCCO4)s3)CC2=O)cc1C
**Multiplicity**: 1
**Energy relative to the best compared isomer or geometry (same formula, charge and spin)**: 37.63 kcal/mol

Element x y z (Å)
C -7.575 -1.541 0.899
C -6.282 -0.859 0.571
C -6.056 0.450 0.968
C -4.874 1.104 0.677
C -3.874 0.444 -0.032
N -2.662 1.093 -0.319
C -2.260 2.274 0.421
C -0.778 2.460 0.082
C -0.394 3.914 0.001
O -1.176 4.832 -0.060
N 0.959 4.199 -0.042
C 2.042 3.378 0.050
N 2.039 2.099 0.187
N 3.244 1.552 0.251
C 4.211 2.396 0.163
S 5.889 2.011 0.210
C 5.814 0.208 0.430
C 5.346 -0.512 -0.823
C 5.500 -2.020 -0.651
O 4.818 -2.474 0.487
C 5.433 -3.689 0.852
C 6.861 -3.580 0.269
O 6.851 -2.367 -0.455
S 3.676 4.069 -0.020
C -0.645 1.771 -1.281
C -1.798 0.774 -1.319
O -1.907 -0.120 -2.125
C -4.093 -0.871 -0.430
C -5.281 -1.523 -0.143
C -5.478 -2.938 -0.595
H -8.088 -1.849 -0.012
H -8.230 -0.877 1.457
H -7.397 -2.435 1.496
H -6.823 0.977 1.518
H -4.747 2.127 0.994
H -2.823 3.157 0.094
H -2.423 2.124 1.491
H -0.135 1.954 0.805
H 1.162 5.188 -0.134
H 6.834 -0.085 0.678
H 5.146 0.001 1.264
H 5.944 -0.210 -1.683
H 4.295 -0.291 -1.006
H 5.113 -2.541 -1.554
H 4.894 -4.539 0.415
H 5.413 -3.764 1.940
H 7.087 -4.421 -0.396
H 7.632 -3.507 1.039
H -0.782 2.474 -2.106
H 0.308 1.264 -1.409
H -3.327 -1.387 -0.984
H -5.647 -3.594 0.258
H -6.348 -3.013 -1.247
H -4.607 -3.291 -1.139

---

no.,Kohn-Sham gap (eV),maximum force (eV/Å)
1,8.6,0.7
2,7.4,4.1
3,9.1,0.7
4,7.5,1.1
5,8.4,1.8